# 1
72
Properties=species:S:1:pos:R:3:lowdin_charge:R:1 method="wB97M-V/def2-TZVPD" gap_ev=7.9 e_homo_ha=-0.378 e_tot_ev=-112432.1720 molar_mass_g_mol=807.76 e_above_lowest_ev=0.0000 total_charge=+1
Y 0.1281 -0.7296 -0.1371 1.539
C -2.9382 -1.4466 0.4890 -0.146
C -3.2417 -1.1678 -0.9985 -0.100
C -2.7823 0.1512 -1.5662 -0.265
C -3.7037 1.1116 -1.9560 0.003
C -3.2599 2.2883 -2.5366 -0.023
C -1.8996 2.4726 -2.7181 -0.024
C -1.0440 1.4806 -2.2865 -0.125
N -1.4646 0.3420 -1.7219 0.018
N -1.7451 -2.3127 0.7025 -0.214
C -1.9031 -3.6080 0.0014 -0.118
C -0.9082 -3.8452 -1.1038 -0.258
C -0.6441 -5.1448 -1.5127 -0.002
C 0.1610 -5.3508 -2.6174 -0.027
C 0.6622 -4.2464 -3.2888 -0.026
C 0.3745 -2.9899 -2.7972 -0.128
N -0.3810 -2.7779 -1.7094 0.039
C -1.5788 -2.5985 2.1417 -0.139
C -0.9892 -1.4774 2.9476 -0.267
C -1.2922 -1.3428 4.2921 0.001
C -0.6072 -0.4011 5.0414 -0.025
C 0.3570 0.3746 4.4182 -0.020
C 0.5749 0.1985 3.0666 -0.089
N -0.0893 -0.7050 2.3345 0.029
H -3.8073 -1.9541 0.9232 0.131
H -2.7863 -0.5155 1.0427 0.132
H -4.3184 -1.2410 -1.1432 0.123
H -2.7950 -1.9480 -1.6167 0.106
H -4.7606 0.9325 -1.8139 0.121
H -3.9670 3.0464 -2.8455 0.120
H -1.5038 3.3704 -3.1702 0.119
H 0.0289 1.6048 -2.3831 0.089
H -2.9052 -3.6719 -0.4323 0.138
H -1.8418 -4.4299 0.7138 0.128
H -1.0700 -5.9795 -0.9718 0.124
H 0.3880 -6.3540 -2.9521 0.120
H 1.2812 -4.3520 -4.1679 0.118
H 0.7718 -2.1105 -3.2818 0.061
H -0.8760 -3.4302 2.2265 0.113
H -2.5292 -2.9232 2.5812 0.139
H -2.0435 -1.9757 4.7447 0.123
H -0.8181 -0.2783 6.0952 0.120
H 0.9283 1.1123 4.9625 0.118
H 1.3144 0.7896 2.5432 0.116
Cl 2.0655 -3.3682 1.7334 0.666
C 2.9958 -2.5745 0.4811 -0.695
C 2.2904 -1.7730 -0.4010 -0.308
C 3.0596 -1.1891 -1.3894 -0.676
Cl 2.1994 -0.1716 -2.5404 0.710
C 4.4357 -1.3247 -1.5183 -0.705
Cl 5.3041 -0.5319 -2.7696 0.702
C 5.0956 -2.1400 -0.5978 -0.699
Cl 6.7937 -2.3593 -0.7072 0.706
C 4.3690 -2.7803 0.4087 -0.705
Cl 5.1691 -3.7956 1.5426 0.695
O -0.6018 1.5398 0.6205 -0.081
C 0.5758 1.9292 0.3821 -0.631
O 1.4873 1.0612 0.1569 -0.172
C 0.8936 3.3705 0.3266 -0.141
C 2.1553 3.7760 -0.0923 -0.003
C 2.4883 5.1281 -0.1802 0.033
C 1.5122 6.0268 0.1751 -0.207
O 1.5813 7.3809 0.1708 0.050
C 0.3404 7.8510 0.7053 -0.111
O -0.5169 6.7213 0.8615 0.039
C 0.2488 5.6223 0.5937 -0.200
C -0.0981 4.3047 0.6761 0.080
H 2.8844 3.0192 -0.3466 0.121
H 3.4635 5.4594 -0.5069 0.126
H -0.1071 8.5578 0.0079 0.140
H 0.5180 8.3158 1.6776 0.141
H -1.0787 3.9769 0.9901 0.133

***

# 2
89
Properties=species:S:1:pos:R:3:mulliken_spin:R:1 method="wB97M-V/def2-TZVPD" gap_ev="8.0 / 7.4" e_homo_ha="-0.603 / -0.604" e_tot_ev=-124707.3947 molar_mass_g_mol=777.86 spin_multiplicity=3 total_charge=+3
V 0.5784 1.1209 0.1596 2.172
C -0.7311 4.1776 -0.9014 -0.001
C -0.2544 4.6165 0.4639 0.000
S 0.9015 3.3851 1.1668 -0.032
C 0.2501 3.1488 2.8582 0.017
C -1.0021 2.2940 2.9538 -0.001
S -0.7702 0.7086 2.0385 -0.044
C -3.2818 1.1001 0.5192 0.012
C -2.7577 2.4699 0.0695 0.015
S -1.2402 2.4159 -0.9496 -0.042
H -1.5798 4.7757 -1.2367 -0.002
H 0.0682 4.2464 -1.6433 -0.002
H 0.3039 5.5506 0.3789 0.000
H -1.0750 4.7619 1.1633 0.000
H 1.0759 2.6911 3.4070 -0.002
H 0.0727 4.1417 3.2780 0.000
H -1.1774 2.0124 3.9951 0.000
H -1.8856 2.8028 2.5849 -0.002
H -3.7560 0.6486 -0.3666 -0.002
H -5.1363 0.4761 1.3795 0.000
H -3.5076 2.9430 -0.5695 0.000
H -2.5696 3.1340 0.9087 0.000
C -0.5958 -3.1393 -0.6449 -0.001
N -0.3419 -1.7755 -0.1702 -0.013
P -1.1579 -0.3481 -0.5721 -0.070
C -2.3146 -0.7235 -1.9195 -0.008
C -2.1045 -0.1599 -3.1773 0.002
C -2.9782 -0.4350 -4.2118 0.001
C -4.0604 -1.2747 -4.0008 0.000
C -4.2563 -1.8575 -2.7560 0.000
C -3.3944 -1.5858 -1.7088 -0.002
C -2.2123 0.0839 0.9336 0.019
C -4.4051 1.2662 1.5727 0.000
C -4.0167 1.1667 3.0203 0.003
C -3.5593 0.0481 3.5904 -0.002
C -3.2358 -1.1504 2.8511 0.005
C -2.6923 -1.1442 1.6278 0.004
P 1.2460 -1.1942 0.1245 -0.064
C 1.7998 -2.3295 1.4203 0.007
C 2.4154 -3.5372 1.0874 -0.001
C 2.6904 -4.4608 2.0792 0.000
C 2.3624 -4.1883 3.3979 -0.001
C 1.7429 -2.9914 3.7294 0.001
C 1.4527 -2.0659 2.7439 0.013
C 2.1916 -1.6005 -1.3597 -0.002
C 1.5523 -1.6200 -2.5993 0.011
C 2.2430 -2.0488 -3.7172 -0.001
C 3.5635 -2.4619 -3.5990 0.000
C 4.2189 -2.3853 -2.3776 0.002
C 3.5432 -1.9325 -1.2587 -0.004
H -1.0891 -3.1276 -1.6181 0.000
H -1.2108 -3.6996 0.0606 0.000
H 0.3563 -3.6618 -0.7492 0.001
H -1.2530 0.4867 -3.3383 0.011
H -2.8119 0.0049 -5.1808 0.000
H -4.7432 -1.4811 -4.8084 0.000
H -5.0900 -2.5246 -2.6011 0.000
H -3.5611 -2.0429 -0.7438 0.000
H -4.9135 2.2146 1.3978 0.001
H -4.2757 2.0065 3.6489 0.000
H -3.4754 -0.0162 4.6660 0.000
H -3.4186 -2.0936 3.3476 0.000
H -2.4211 -2.0814 1.1612 -0.001
H 2.6802 -3.7632 0.0646 0.000
H 3.1547 -5.3984 1.8104 0.000
H 2.5896 -4.9093 4.1663 0.000
H 1.4661 -2.7927 4.7519 0.000
H 0.9436 -1.1424 2.9871 0.002
H 0.5071 -1.3289 -2.6691 -0.003
H 1.7485 -2.0838 -4.6763 0.000
H 4.0805 -2.8523 -4.4602 0.000
H 5.2479 -2.6978 -2.2944 0.000
H 4.0482 -1.8693 -0.3033 -0.001
N 4.3238 1.1485 2.1634 -0.001
C 3.0225 0.8799 2.3279 0.005
N 2.4108 1.0253 1.1624 -0.061
C 3.4096 1.3962 0.3034 0.027
N 4.5733 1.4728 0.9049 0.006
C 3.0827 1.6573 -1.0755 0.072
C 4.0174 2.0091 -2.0589 -0.005
N 3.6434 2.2480 -3.2948 0.031
C 2.3626 2.1231 -3.5946 -0.011
C 1.4250 1.7584 -2.6338 0.079
N 1.7746 1.5426 -1.3674 -0.136
H 5.0758 1.1421 2.8471 -0.001
H 2.5762 0.5786 3.2578 0.000
H 5.0671 2.1066 -1.8196 0.000
H 2.0771 2.3275 -4.6175 0.000
H 0.3753 1.6613 -2.8836 0.004